One molecule with the formula C5H12N2O2, computed with ωB97M-V/def2-TZVPD.

Geometry as XYZ:
```
21
Properties=species:S:1:pos:R:3:nbo_charge:R:1
H -1.75 -1.54 -1.49 0.22
H -1.38 2.19 1.59 0.37
C -1.69 -0.83 -0.67 -0.66
O 0.50 0.34 1.39 -0.30
C -0.46 0.02 -0.78 0.03
H -1.70 -1.38 0.28 0.21
N 0.39 2.23 -0.08 -0.83
H 0.95 -2.35 0.32 0.17
H 1.80 -1.95 1.87 0.19
N -1.50 1.38 1.00 -0.81
H 2.71 -2.05 0.35 0.21
H -1.83 0.62 1.58 0.37
C -0.26 1.03 0.37 0.46
C 0.28 0.01 -1.89 -0.39
H 1.22 0.54 -1.97 0.19
H 0.08 -0.70 -2.68 0.19
H 0.60 2.82 0.71 0.36
C 1.75 -1.77 0.79 -0.26
H 1.28 2.00 -0.51 0.37
H -2.58 -0.20 -0.71 0.23
O 1.59 -0.40 0.53 -0.32
```

charge	0
total energy	-457.56383	Ha
LUMO energy	0.914	eV
energy above the lowest of the compared OMol25 structures with the same formula, charge and spin	5.036	eV
SMILES	C=C(C)C(N)(N)OOC
HOMO level	-9.05	eV
Kohn-Sham gap	9.96	eV